Entry 1:
C2H4N | ωB97M-V with the def2-TZVPD basis set

Properties
net charge: +1
spin multiplicity: 1
relative energy (zero: lowest compared OMol25 entry of this formula, charge and spin): 5.6586 eV

Atoms and positions in Å:
C1 1.4242 1.4319 -1.3493
C2 0.9017 0.5053 -0.8161
N1 -0.6783 -0.5049 0.5724
H1 2.1468 2.0410 -1.8683
H2 0.1872 -1.0200 0.6296
H3 -1.4690 -1.0829 0.3172
H4 -0.7347 0.3362 1.0051

Cartesian forces, eV/Å:
1.294 1.672 -1.173
-3.594 -3.145 2.428
3.441 -1.654 -3.918
-0.254 0.058 0.118
0.145 -0.342 1.022
-0.415 0.469 -0.641
-0.616 2.942 2.163


Entry 2:
C5H16N2O | ωB97M-V with the def2-TZVPD basis set

Properties
net charge: 0
spin multiplicity: 1
relative energy (zero: lowest compared OMol25 entry of this formula, charge and spin): 2.0299 eV
SMILES: CC(C)[C@@H](N)CN.O

Atoms and positions in Å:
C1 -1.3310 1.0503 -0.9048
C2 0.0784 1.4611 -0.6291
C3 0.9302 1.4535 -1.8799
C4 0.6472 0.5477 0.5221
N1 -0.3403 0.6815 1.6679
C5 0.7343 -0.9725 0.0039
N2 0.8846 -2.1768 0.8390
H1 -1.8682 0.6382 -0.1040
H2 -1.9475 1.8171 -1.4556
H3 -1.3732 0.0902 -1.6617
H4 0.1539 2.4863 -0.0864
H5 1.9681 1.7964 -1.7206
H6 0.8538 0.5619 -2.7223
H7 0.4860 2.3561 -2.4017
H8 1.5709 0.9010 0.8752
H9 0.1299 0.8973 2.5322
H10 -1.0206 -0.0201 1.7262
H11 -0.3062 -1.1016 -0.6297
H12 1.4786 -0.9091 -0.7847
H13 1.3423 -2.9779 0.2931
H14 1.4396 -2.0171 1.6601
O1 -1.6029 -1.9463 1.9153
H15 -0.7090 -2.0545 1.3929
H16 -2.1992 -2.5628 1.5523

Cartesian forces, eV/Å:
-1.125 -1.431 -4.137
1.468 -0.521 2.167
-0.538 1.051 -2.938
-3.446 -2.279 0.777
2.540 1.656 -1.037
-2.254 1.214 -2.616
0.685 -0.623 -0.978
-0.705 0.146 1.402
0.656 -0.583 0.758
0.374 2.398 1.383
-0.383 -1.408 -1.313
-0.248 -0.701 0.068
0.157 1.980 2.676
0.570 -0.973 -0.182
1.431 0.426 0.263
-0.223 -0.358 0.124
-0.834 -1.198 0.367
2.546 0.062 1.709
0.338 -0.291 -0.096
-0.999 1.775 1.050
0.332 0.126 0.314
2.350 1.088 -0.275
-1.624 -0.426 1.199
-1.069 -1.128 -0.683


Entry 3:
C34H22CrN6O7 | ωB97M-V with the def2-TZVPD basis set

Properties
expectation value of S²: 3.83
net charge: +1
spin multiplicity: 4
relative energy (zero: lowest compared OMol25 entry of this formula, charge and spin): 1.8339 eV

Atoms and positions in Å:
Cr1 1.6179 0.0664 1.2437
O1 4.8576 2.3999 1.9545
C1 4.0805 1.4933 1.8950
O2 2.8855 1.5346 1.3170
C2 4.3254 0.1403 2.4742
C3 5.4177 -0.2760 3.2025
C4 5.4281 -1.5848 3.6726
C5 4.3608 -2.4317 3.3953
C6 3.3096 -1.9274 2.6620
N1 3.3096 -0.6767 2.2224
C7 2.0661 -2.6364 2.2328
O3 1.8703 -3.8033 2.4076
O4 1.2526 -1.7938 1.6140
H1 6.2233 0.4209 3.3893
H2 6.2673 -1.9435 4.2536
H3 4.3232 -3.4589 3.7318
C8 -0.2093 3.6377 -0.5690
C9 0.1487 2.6364 0.3364
N2 0.9234 1.6317 -0.0169
C10 1.3778 1.5507 -1.2809
C11 1.0693 2.4973 -2.2507
C12 0.2498 3.5692 -1.8599
C13 1.5774 2.3105 -3.5847
C14 2.3196 1.2297 -3.8981
C15 2.6235 0.2285 -2.9083
C16 3.3467 -0.9457 -3.1745
C17 3.5460 -1.8621 -2.1731
C18 3.0334 -1.6044 -0.9002
N3 2.3711 -0.4950 -0.6214
C19 2.1597 0.4046 -1.6105
H4 -0.8536 4.4407 -0.2403
H5 -0.2023 2.6548 1.3609
H6 -0.0219 4.3284 -2.5831
H7 1.3442 3.0547 -4.3356
H8 2.6920 1.0896 -4.9048
H9 3.7257 -1.1280 -4.1727
H10 4.0798 -2.7845 -2.3511
H11 3.1540 -2.3236 -0.1028
O5 -0.8362 -0.0639 3.3205
C20 -1.2180 -0.2006 2.1574
N4 -2.4909 -0.3456 1.7524
C21 -2.6027 -0.4291 0.2967
C22 -1.1047 -0.4206 -0.0759
O6 -0.6274 -0.5215 -1.1838
N5 -0.3908 -0.1649 1.0692
C23 -3.3728 -1.6744 -0.1388
C24 -4.5862 -1.9514 0.4838
C25 -5.3388 -3.0500 0.1021
C26 -4.8888 -3.8807 -0.9155
C27 -3.6869 -3.6022 -1.5449
C28 -2.9290 -2.5016 -1.1630
C29 -3.2308 0.8456 -0.2944
C30 -3.9634 1.7097 0.5114
C31 -4.5526 2.8465 -0.0275
C32 -4.4155 3.1290 -1.3785
C33 -3.6934 2.2622 -2.1877
C34 -3.1050 1.1254 -1.6522
H12 -3.2335 -0.5297 2.4026
H13 -4.9732 -1.3006 1.2615
H14 -6.2791 -3.2550 0.5971
H15 -5.4755 -4.7397 -1.2143
H16 -3.3305 -4.2460 -2.3389
H17 -1.9946 -2.2922 -1.6623
H18 -4.0671 1.5204 1.5722
H19 -5.1175 3.5109 0.6137
H20 -4.8781 4.0127 -1.7991
H21 -3.5935 2.4662 -3.2468
H22 -2.5533 0.4500 -2.2935
O7 1.5057 0.7217 4.0629
N6 0.9734 0.9256 3.0864

Cartesian forces, eV/Å:
0.024 -0.300 -0.554
0.046 0.090 -0.018
-0.249 0.001 -0.108
0.124 0.107 0.214
-0.100 -0.120 -0.019
0.089 -0.023 0.040
0.033 -0.021 0.001
0.091 -0.065 0.051
0.009 0.134 -0.045
-0.160 0.161 0.062
-0.176 0.223 -0.108
-0.047 -0.120 0.015
0.167 -0.233 0.063
-0.011 -0.015 0.002
-0.008 0.000 -0.004
0.005 0.020 0.006
-0.041 0.016 -0.008
0.067 -0.023 0.035
-0.021 -0.099 -0.028
0.001 -0.057 0.144
-0.021 0.100 -0.132
-0.004 0.043 -0.052
-0.037 0.046 0.041
0.033 -0.068 0.021
0.039 0.020 -0.143
0.003 -0.013 -0.076
-0.003 -0.025 0.001
-0.049 0.042 -0.018
-0.079 -0.015 0.090
0.003 -0.022 0.166
0.014 -0.011 -0.005
-0.010 -0.020 -0.016
0.002 -0.012 0.011
0.000 -0.007 0.021
0.001 -0.006 0.016
0.004 0.008 0.016
-0.003 0.013 0.007
0.004 0.003 0.005
0.015 -0.028 0.144
-0.276 0.049 0.005
-0.055 -0.079 -0.230
-0.048 -0.102 0.116
0.190 0.214 0.120
-0.057 -0.064 0.017
0.131 0.121 -0.364
0.097 0.071 -0.103
-0.070 0.005 -0.005
0.014 0.006 0.008
-0.004 -0.007 0.014
-0.001 0.006 -0.004
-0.010 -0.015 0.068
-0.034 -0.050 0.119
0.097 0.095 0.032
0.024 0.022 -0.050
-0.017 -0.001 0.062
0.050 -0.038 -0.011
-0.060 -0.038 -0.064
-0.005 -0.039 0.030
0.019 0.004 -0.022
0.009 0.005 -0.007
0.014 0.020 0.003
-0.001 0.019 0.011
0.011 -0.005 -0.015
0.000 -0.020 -0.034
-0.007 -0.014 -0.012
0.008 -0.019 0.001
-0.005 -0.009 0.020
-0.005 0.003 0.025
0.367 0.100 0.487
-0.128 0.033 -0.056


Entry 4:
C4H8N2O3S | ωB97M-V with the def2-TZVPD basis set

Properties
net charge: 0
spin multiplicity: 1
relative energy (zero: lowest compared OMol25 entry of this formula, charge and spin): 2.8709 eV

Atoms and positions in Å:
C1 0.6135 0.4303 -0.3613
C2 -0.8018 -1.4446 -0.2977
C3 -1.5583 -0.4162 -1.1930
C4 0.9174 -0.8716 1.5292
N1 0.2156 -0.6300 0.2557
N2 -0.4666 0.3999 -1.6774
O1 2.2212 1.6828 1.1842
O2 -0.1108 2.4307 0.8822
O3 1.5218 2.8746 -0.8676
S1 1.1554 2.1191 0.2920
H1 -1.4588 -1.8489 0.4967
H2 -0.1867 -2.0959 -0.8910
H3 -2.2511 -0.9377 -2.0152
H4 -2.3171 0.1716 -0.7301
H5 0.8920 -1.9594 1.4867
H6 1.8931 -0.5305 1.5650
H7 0.4052 -0.6211 2.4790
H8 -0.6839 1.2472 -2.1375

Cartesian forces, eV/Å:
-6.254 0.002 -4.740
-1.825 0.940 -0.544
-0.746 -1.713 -1.939
-2.441 -3.213 0.514
3.198 3.939 2.557
3.472 -1.388 3.102
-0.775 0.739 -0.548
-0.438 -0.059 0.278
-0.054 -0.317 0.086
1.934 -0.656 0.299
0.698 -0.251 -0.586
-0.722 -1.317 -0.480
2.150 0.710 1.226
-0.354 0.469 1.360
0.669 -0.369 0.734
1.662 0.881 -0.361
-0.254 0.460 -0.960
0.081 1.142 0.003


Entry 5:
C9H11ClNO2 | ωB97M-V with the def2-TZVPD basis set

Properties
net charge: +1
spin multiplicity: 1
relative energy (zero: lowest compared OMol25 entry of this formula, charge and spin): 0.0000 eV
SMILES: O=C(O)c1cc[nH+]cc1CCCCl

Atoms and positions in Å:
O1 -1.0559 2.1489 2.2938
C1 -1.3196 1.1317 1.7458
O2 -2.5978 0.7313 1.5468
C2 -0.1625 0.2455 1.3529
C3 0.9469 0.3430 2.1871
C4 2.0781 -0.3799 1.9106
N1 2.1108 -1.1863 0.8442
C5 1.0600 -1.3176 0.0243
C6 -0.1095 -0.6062 0.2448
C7 -1.2048 -0.7955 -0.7803
C8 -0.7175 -0.3058 -2.1747
C9 -0.0193 1.0569 -2.1180
Cl1 1.7459 0.9037 -2.3350
H1 -2.9498 1.1679 0.7598
H2 0.9225 0.9865 3.0500
H3 2.9572 -0.3102 2.5265
H4 2.9420 -1.7161 0.6109
H5 1.1369 -1.9871 -0.8137
H6 -1.4492 -1.8531 -0.8389
H7 -2.1111 -0.2745 -0.5251
H8 -1.5932 -0.2288 -2.8093
H9 -0.0177 -1.0405 -2.5558
H10 -0.3704 1.6712 -2.9373
H11 -0.2220 1.6151 -1.2096

Cartesian forces, eV/Å:
0.174 0.749 0.265
-0.147 0.235 0.155
0.345 -0.638 -0.578
-0.007 -0.651 -0.149
0.156 -0.139 -0.087
0.135 0.258 0.322
-0.405 -0.214 -0.502
-0.222 0.350 0.336
-0.454 -0.150 0.009
0.590 0.221 -0.496
-0.052 0.058 1.031
-0.376 -0.060 -0.601
0.079 0.058 0.264
-0.357 0.202 0.227
0.010 0.107 0.054
0.199 -0.133 -0.004
0.129 0.072 0.213
0.281 -0.148 -0.068
-0.120 -0.120 0.006
-0.146 0.079 0.282
0.027 -0.209 -0.284
-0.091 -0.047 -0.467
0.102 0.135 -0.136
0.150 -0.015 0.209


Entry 6:
CH4OYb | ωB97M-V with the def2-TZVPD basis set

Properties
net charge: 0
spin multiplicity: 1

Atoms and positions in Å:
O1 -0.5119 2.1441 -0.4505
Yb1 -1.2646 1.3734 1.2900
H1 0.1364 0.5516 -0.5045
C1 0.3077 -0.7498 -0.0679
H2 1.3787 -0.6199 0.1310
H3 -0.0631 -1.5016 0.6383
H4 0.0167 -1.1978 -1.0363

Cartesian forces, eV/Å:
-0.567 -1.378 1.959
1.393 0.423 -2.687
-1.265 -0.929 1.826
0.042 1.734 -1.287
-0.056 -0.683 -0.526
-0.427 0.741 0.483
0.880 0.092 0.233


E_tot readings, ordered: -3613.8678, -10470.4918, -87306.2577, -24232.3497, -27612.4189, -34674.1957 eV